Record 1
DFT (ωB97M-V with the def2-TZVPD basis set) results for a cluster of 2 separate species, C3H4INOS in total in a non-equilibrium geometry.

```
11
Properties=species:S:1:pos:R:3:forces:R:3
C -0.739 -2.275 1.286 0.7 0.4 -0.4
C 0.152 -1.719 0.687 -1.5 -0.4 1.0
C -1.080 1.332 -1.052 1.0 -0.3 0.4
N 1.097 -1.167 -0.001 1.4 1.4 -1.1
O 2.403 0.580 -1.156 0.5 0.4 -0.5
S 1.317 0.352 -0.260 -1.5 -1.2 0.2
I 1.852 1.570 1.895 -0.1 0.0 0.1
H -1.466 -2.781 1.848 -0.4 -0.3 0.3
H -1.478 1.370 -0.059 -0.1 0.0 0.3
H -0.728 2.234 -1.509 0.1 0.3 -0.1
H -1.330 0.503 -1.680 -0.1 -0.3 -0.2
```
Positions in Å, forces in eV/Å.

The spin multiplicity is 1. As for the frontier orbital gap (alpha / beta): 0.2661 / 0.2182 Ha. As for the HOMO energy (alpha / beta): -0.3277 / -0.3261 hartree.

=====

Record 2
DFT (ωB97M-V with the def2-TZVPD basis set) results for the molecule C3H4INS in a non-equilibrium geometry.

```
10
Properties=species:S:1:pos:R:3:forces:R:3
C -0.783 1.062 0.469 2.2 -4.6 -1.9
C -1.538 0.081 0.096 -0.7 -1.5 -0.5
C 1.237 0.016 0.115 -2.0 1.0 0.7
N 0.848 -0.817 -0.895 -1.0 0.9 -1.9
S -0.761 -1.407 -0.555 1.1 -0.3 -1.1
I 1.367 -0.958 1.987 0.4 0.2 0.1
H -0.829 2.005 0.760 -0.3 3.8 1.4
H -2.606 -0.324 0.039 1.1 1.6 0.5
H 2.080 0.631 -0.160 0.1 0.4 0.3
H 0.986 -0.290 -1.855 -0.8 -1.5 2.3
```
Positions in Å, forces in eV/Å.

The spin multiplicity is 1. As for the frontier orbital gap: 0.3201 Ha. As for the HOMO energy: -0.3095 hartree.

=====

Record 3
DFT (ωB97M-V with the def2-TZVPD basis set) results for a structure of composition C3H4InO4 in a non-equilibrium geometry.

```
12
Properties=species:S:1:pos:R:3:forces:R:3
O 0.467 -2.191 -0.477 2.5 0.6 1.7
C -0.543 -1.695 -1.167 -3.2 1.2 5.1
C 1.078 -0.949 0.324 0.2 -3.4 -0.5
O -1.710 -1.945 -0.901 1.5 -0.9 -2.4
O -0.232 -0.432 -1.507 0.9 3.2 -0.9
C 0.520 0.202 -0.428 -0.9 -0.9 -2.4
H 2.167 -1.021 0.249 -0.3 -0.1 -0.2
H 0.819 -1.114 1.377 -0.3 0.1 -0.5
H 1.305 0.805 -0.910 -0.4 0.1 0.3
O -1.156 3.220 1.207 -0.9 3.3 1.3
H -1.960 3.534 1.618 -0.3 0.2 0.2
In -0.755 1.586 0.616 1.3 -3.4 -1.7
```
Positions in Å, forces in eV/Å.

The spin multiplicity is 1. As for the frontier orbital gap: 0.3033 Ha. Its charge is +1. As for the HOMO energy: -0.5340 hartree.

=====

Record 4
DFT (ωB97M-V with the def2-TZVPD basis set) results for a structure of composition C3H4IrO in a non-equilibrium geometry.

```
9
Properties=species:S:1:pos:R:3:forces:R:3
C -0.881 -1.097 -0.160 -1.3 -0.2 0.4
C -0.964 0.290 -0.132 -0.1 -3.4 -3.0
C 0.351 0.461 0.433 -5.8 3.7 4.2
O 1.457 0.565 -0.091 3.7 0.2 -3.0
Ir 3.227 0.753 0.462 1.5 0.1 0.4
H -0.956 -1.637 -1.106 -0.1 0.0 -0.1
H -0.732 -1.698 0.740 0.2 0.2 -0.1
H -1.284 0.876 -0.994 -0.3 0.4 0.4
H -0.219 1.487 0.848 2.3 -0.9 0.7
```
Positions in Å, forces in eV/Å.

The spin multiplicity is 6. As for the frontier orbital gap (alpha / beta): 0.2360 / 0.2846 Ha. Its charge is +2. As for the HOMO energy (alpha / beta): -0.6659 / -0.7680 hartree.

=====

Record 5
DFT (ωB97M-V with the def2-TZVPD basis set) results for a structure of composition C3H4LiLuO3 in a non-equilibrium geometry.

```
12
Properties=species:S:1:pos:R:3:forces:R:3
H -3.276 -1.311 0.249 0.3 0.3 0.3
O -2.332 0.443 -0.099 0.6 -0.3 0.5
O 0.756 2.083 -0.122 2.0 -1.3 0.6
C -2.344 -0.769 0.007 -0.8 -0.2 -1.2
C 1.569 1.179 0.056 -1.6 0.2 -0.9
H -1.492 -1.393 -0.328 -0.1 0.2 0.4
Li -1.117 1.904 -0.143 -0.5 0.2 -0.1
Lu 3.927 0.303 0.158 -3.7 -1.8 -0.1
O 2.251 -1.112 0.071 3.1 1.8 0.4
C 1.101 -0.326 0.054 0.0 0.8 0.0
H 0.507 -0.569 -0.856 0.3 0.4 0.4
H 0.451 -0.434 0.951 0.4 -0.2 -0.2
```
Positions in Å, forces in eV/Å.

The spin multiplicity is 1. As for the frontier orbital gap: 0.2429 Ha. Its charge is +2. As for the HOMO energy: -0.6130 hartree.

=====

Record 6
DFT (ωB97M-V with the def2-TZVPD basis set) results for a structure of composition C3H4LiO3Yb in a non-equilibrium geometry.

```
12
Properties=species:S:1:pos:R:3:forces:R:3
O 0.863 -0.990 1.458 -1.2 0.7 1.8
C 0.125 -0.043 1.112 1.1 -3.2 -3.0
C 1.473 1.059 -1.709 -1.8 -0.4 -2.0
O -1.124 -0.164 0.878 -2.0 -0.2 0.4
O 0.715 0.953 0.485 0.7 1.2 -0.3
C 0.432 1.171 -0.868 1.5 0.8 0.7
H 1.463 1.717 -2.581 -0.5 -0.4 -0.2
H 2.027 0.144 -1.919 1.1 0.6 1.5
H -0.480 1.726 -1.094 0.4 0.9 0.4
H -2.346 -3.637 2.915 -0.8 -0.8 0.3
Li -1.975 0.370 -0.900 0.3 -0.2 0.7
Yb -1.172 -2.307 2.224 1.2 1.0 -0.4
```
Positions in Å, forces in eV/Å.

The spin multiplicity is 1. As for the frontier orbital gap: 0.2470 Ha. Its charge is +1. As for the HOMO energy: -0.4196 hartree.

=====

Record 7
DFT (ωB97M-V with the def2-TZVPD basis set) results for a structure of composition C3H4LiO4Sr in a non-equilibrium geometry.

```
13
Properties=species:S:1:pos:R:3:forces:R:3
H 1.017 1.025 -1.078 0.2 0.2 0.1
C 0.884 1.034 0.003 1.1 -0.4 -0.5
C 1.944 0.779 0.965 0.2 -0.2 0.1
O 1.378 2.083 0.728 -0.5 -0.4 -0.1
H 1.700 0.333 1.929 0.0 0.2 -0.2
H 2.959 0.633 0.591 -0.2 0.1 0.2
O -0.418 -1.532 -0.246 -0.3 -1.3 1.5
C -1.034 -0.530 0.043 3.5 2.6 -3.5
O -0.483 0.682 0.240 -0.5 -0.2 2.0
Sr -0.094 -3.983 -0.761 0.0 0.1 0.0
H -2.038 0.882 -0.500 -1.1 -3.3 0.1
Li -3.621 -1.193 -1.429 -0.1 0.0 0.0
O -2.194 -0.213 -0.486 -2.3 2.7 0.1
```
Positions in Å, forces in eV/Å.

The spin multiplicity is 2. As for the frontier orbital gap (alpha / beta): 0.1788 / 0.3522 Ha. Its charge is +2. As for the HOMO energy (alpha / beta): -0.4622 / -0.6391 hartree.

=====

Record 8
DFT (ωB97M-V with the def2-TZVPD basis set) results for a structure of composition C3H4LiO4Tl in a non-equilibrium geometry.

```
13
Properties=species:S:1:pos:R:3:forces:R:3
O 0.430 -1.736 -0.854 -4.5 2.6 -5.7
C -0.021 -0.612 -1.087 -0.7 -0.7 2.1
C -0.388 1.416 -0.090 -0.8 -1.2 -3.7
O 0.605 0.474 -0.751 -0.2 2.2 2.2
O -1.304 -0.411 -1.256 -1.3 0.3 0.1
C -1.721 0.802 -0.607 2.9 -0.5 0.3
H -0.510 1.625 0.978 0.9 -0.7 1.2
H -0.036 2.403 -0.413 0.0 0.5 -0.5
H -2.225 1.435 -1.341 -0.6 0.7 -0.5
H -2.408 0.534 0.202 -0.9 -0.2 -0.1
O 2.786 -1.729 1.556 0.2 -0.3 0.5
Li 3.142 -1.638 3.373 0.4 -0.2 0.3
Tl 1.649 -2.564 0.290 4.6 -2.5 3.9
```
Positions in Å, forces in eV/Å.

The spin multiplicity is 2. As for the frontier orbital gap (alpha / beta): 0.3081 / 0.1476 Ha. Its charge is +3. As for the HOMO energy (alpha / beta): -0.8510 / -0.8505 hartree.

=====

Record 9
DFT (ωB97M-V with the def2-TZVPD basis set) results for a structure of composition C3H4LiO4V in a non-equilibrium geometry.

```
13
Properties=species:S:1:pos:R:3:forces:R:3
H 1.879 3.123 0.108 0.2 -0.2 -0.4
O -1.040 0.057 1.620 -0.3 0.9 -0.2
C -1.436 0.957 0.885 -0.9 -1.0 -0.1
C -1.022 1.186 -0.539 0.4 0.3 -0.2
O 0.343 0.998 -0.813 -0.2 0.2 -0.4
C 0.987 -0.215 -0.872 0.9 1.0 -0.1
O 0.325 -1.235 -0.574 0.1 -0.6 -1.1
O 2.172 -0.087 -1.190 -0.6 -0.3 -0.1
Li 2.334 1.883 -1.176 -0.3 0.2 0.7
V -0.320 -1.781 1.139 -0.2 -0.4 1.0
H -2.353 1.510 1.169 0.5 0.2 0.3
H -1.240 2.233 -0.790 0.2 -0.2 0.1
H -1.663 0.581 -1.204 0.0 -0.1 0.4
```
Positions in Å, forces in eV/Å.

The spin multiplicity is 5. As for the frontier orbital gap (alpha / beta): 0.2026 / 0.2056 Ha. As for the HOMO energy (alpha / beta): -0.2333 / -0.2332 hartree.

=====

Record 10
DFT (ωB97M-V with the def2-TZVPD basis set) results for a structure of composition C3H4LuO3 in a non-equilibrium geometry.

```
11
Properties=species:S:1:pos:R:3:forces:R:3
H -1.513 1.393 0.432 0.5 0.2 -0.3
O 0.337 -2.931 -0.511 0.1 3.2 -0.3
O -0.725 1.031 -1.422 0.3 -3.5 -3.6
C -0.559 1.329 -0.126 2.1 -2.0 3.9
C 0.440 0.044 0.825 -1.9 5.3 1.7
O -0.095 -1.270 1.002 2.4 0.5 -3.7
C 0.342 -1.697 -0.252 -2.5 -4.4 0.0
H 0.114 2.199 0.009 -0.6 -0.3 0.1
H 0.405 0.496 1.826 -0.1 -0.1 -0.2
H 1.486 0.211 0.520 -0.3 -0.9 -0.2
Lu -0.232 -0.804 -2.303 -0.2 2.0 2.7
```
Positions in Å, forces in eV/Å.

The spin multiplicity is 1. As for the frontier orbital gap: 0.2319 Ha. Its charge is +1. As for the HOMO energy: -0.4819 hartree.